Computed, not measured: a 3-piece molecular cluster, H6O3 overall in a non-equilibrium geometry, with ωB97M-V/def2-TZVPD.

Properties
Molecular weight, g mol⁻¹: 54.05
SMILES: O.O.O
E_LUMO, eV: 0.8
Orbital gap, eV: 12.2097
Calculated total energy, eV: -6240.11821
Energy relative to the best compared isomer or geometry (same formula, charge and spin), eV: 0.1350

Geometry as XYZ:
```
9
Properties=species:S:1:pos:R:3:forces:R:3
H -0.8964 0.8914 -0.2424 -0.0239 -0.0684 0.2497
H -0.3200 2.0051 0.7070 -0.1447 -0.2609 -0.3690
H -0.2770 -1.0889 -0.0338 -0.5176 -0.0837 0.2416
H -1.6894 -1.2621 0.7076 0.9921 0.3594 -1.5353
H 1.2621 0.3214 -0.0568 -0.2414 0.0858 0.3949
H 1.8459 -0.8206 -0.8545 -0.4044 0.0809 1.8875
O -0.2059 1.5693 -0.1506 0.2423 0.4979 0.1211
O -1.2535 -1.0100 -0.1573 -0.5325 -0.3632 1.3554
O 1.5342 -0.6056 0.0807 0.6302 -0.2479 -2.3459
```
Positions in Å, forces in eV/Å.

Computed, not measured: a 3-piece molecular cluster, H6O3 overall in a non-equilibrium geometry, with ωB97M-V/def2-TZVPD.

Properties
Molecular weight, g mol⁻¹: 54.05
SMILES: O.O.O
E_LUMO, eV: 0.4
Orbital gap, eV: 11.4279
Calculated total energy, eV: -6239.91266
Energy relative to the best compared isomer or geometry (same formula, charge and spin), eV: 0.3406

Geometry as XYZ:
```
9
Properties=species:S:1:pos:R:3:forces:R:3
O 0.2826 0.7624 -2.1645 0.2513 0.4059 -0.1127
H 0.7820 0.0850 -2.6205 0.0757 -0.1520 -0.1274
H -0.1928 0.2906 -1.4807 -0.4408 -0.3399 0.2528
O -1.0221 -1.0888 -0.0132 -0.4000 -0.4937 -0.7853
H -1.8210 -0.9853 0.5038 -0.2179 0.0283 -0.0092
H -0.3586 -0.5956 0.4691 0.3424 0.1885 0.4778
O 0.5131 0.3835 1.5099 0.2715 0.3068 0.2785
H 1.3541 0.8041 1.3310 0.2327 0.1544 -0.2467
H 0.4628 0.3443 2.4650 -0.1149 -0.0984 0.2721
```
Positions in Å, forces in eV/Å.

Computed, not measured: a 3-piece molecular cluster, H6O3 overall, with ωB97M-V/def2-TZVPD.

Properties
Molecular weight, g mol⁻¹: 54.05
SMILES: O.O.O
E_LUMO, eV: 0.4
Orbital gap, eV: 11.1126
Calculated total energy, eV: -6239.94635
Energy relative to the best compared isomer or geometry (same formula, charge and spin), eV: 0.3069

Geometry as XYZ:
```
9
Properties=species:S:1:pos:R:3:forces:R:3
O -1.5644 -1.7377 -0.8733 0.1345 0.0959 0.2102
H -1.2174 -2.5444 -1.2692 0.0109 0.0362 -0.0028
H -1.6965 -1.9515 0.0572 -0.1826 -0.1302 -0.0874
O 0.7660 -0.1967 0.2922 -0.0285 -0.0886 0.0523
H 0.8015 -0.5651 1.1802 -0.0030 0.0223 -0.0213
H -0.0617 -0.5207 -0.0975 0.1326 0.0262 -0.1257
O 0.6462 2.6591 0.3339 0.1260 -0.1316 0.0503
H 0.8974 1.7179 0.3255 -0.1845 0.1842 -0.0701
H 1.4288 3.1393 0.0511 -0.0052 -0.0143 -0.0055
```
Positions in Å, forces in eV/Å.

Computed, not measured: H6O3Tl as an isolated structure in a non-equilibrium geometry, with ωB97M-V/def2-TZVPD.

Properties
Total charge: +3
Molecular weight, g mol⁻¹: 258.43
E_LUMO, eV: -22.0
Orbital gap, eV: 4.1013
Calculated total energy, eV: -10890.13176
Energy relative to the best compared isomer or geometry (same formula, charge and spin), eV: 2.2400

Geometry as XYZ:
```
10
Properties=species:S:1:pos:R:3:forces:R:3
Tl 10.6098 -6.6336 -30.8386 0.1514 -0.8119 0.2744
O 9.9674 -8.6119 -32.9267 -1.2050 -0.0209 0.1443
H 9.7768 -8.4332 -33.8867 0.6453 0.2096 0.1922
H 10.0529 -9.5955 -32.8526 0.5848 0.2688 -0.0274
O 8.3611 -8.4013 -30.2744 0.1183 -0.7050 -1.0157
H 8.3910 -9.2320 -29.7338 0.0858 0.5778 0.4391
H 7.3987 -8.2372 -30.4577 0.2552 0.4765 0.4501
O 12.7263 -7.3217 -29.0609 -0.4688 -1.0898 0.1772
H 13.4416 -7.9109 -29.4194 -0.0350 0.5440 -0.1066
H 13.0802 -6.9668 -28.1979 -0.1321 0.5507 -0.5276
```
Positions in Å, forces in eV/Å.

Computed, not measured: one molecule with the formula H6OSi2 in a non-equilibrium geometry, with ωB97M-V/def2-TZVPD.

Properties
Molecular weight, g mol⁻¹: 78.22
SMILES: O[SiH2][SiH3]
E_LUMO, eV: 0.1
Orbital gap, eV: 10.3269
Calculated total energy, eV: -17898.32478
Energy relative to the best compared isomer or geometry (same formula, charge and spin), eV: 2.5643

Geometry as XYZ:
```
9
Properties=species:S:1:pos:R:3:forces:R:3
O 2.2377 -0.7730 0.0902 -1.5223 1.2667 -2.7451
Si -1.1649 -0.2349 0.1667 -2.3325 0.1960 -0.8414
Si 0.9323 0.6705 0.0781 5.0171 -1.2606 0.4239
H 2.5854 -1.1354 -0.8075 -1.2157 1.1236 2.2431
H -2.4634 0.6629 0.6539 1.8746 -1.0042 -0.8162
H -1.4499 -1.0130 -1.1503 0.0692 0.7811 0.9470
H -0.9570 -1.2473 1.1797 0.0662 -0.3558 0.4715
H 1.5272 1.7932 -0.9241 -1.0824 -1.3084 1.0744
H 1.4546 0.8929 1.5035 -0.8741 0.5617 -0.7571
```
Positions in Å, forces in eV/Å.

Computed, not measured: a 36-piece molecular cluster, H72O36 overall in a non-equilibrium geometry, with ωB97M-V/def2-TZVPD.

Properties
Molecular weight, g mol⁻¹: 648.54
E_LUMO, eV: -1.1
Orbital gap, eV: 8.3353
Calculated total energy, eV: -74883.14813
Energy relative to the best compared isomer or geometry (same formula, charge and spin), eV: 3.3963

Geometry as XYZ:
```
108
Properties=species:S:1:pos:R:3:forces:R:3
O -4.4682 -1.9492 0.6903 -0.2369 -0.4781 -0.1281
H -5.0055 -2.4501 1.3041 -0.2637 -0.1206 -0.0435
H -3.9226 -1.3937 1.2471 0.3074 0.4026 0.4729
O 1.0019 0.0666 -5.3650 -0.1332 -0.6579 -0.1451
H 1.3766 0.3681 -6.1926 0.0640 -0.0745 -0.1361
H 1.0667 0.8233 -4.7825 0.1461 0.7375 0.1692
O 3.1454 -0.5642 2.2659 0.5338 0.3001 -0.4880
H 2.2649 -0.2699 2.4990 -0.1639 0.3280 -0.3870
H 3.3063 -1.3153 2.8370 -0.0237 -0.8495 0.0167
O 3.9993 -1.0048 -3.7216 0.5823 -0.3846 -0.4329
H 4.1254 -0.1567 -3.2961 -0.0533 0.4756 0.0984
H 3.1604 -1.3198 -3.3849 -0.3814 -0.0090 0.1249
O 1.3053 2.5861 -4.2487 -0.2466 -0.0244 0.2081
H 1.8666 2.4908 -3.4792 0.4935 -0.0926 0.2798
H 1.7644 3.2164 -4.8039 0.0952 0.1494 -0.2180
O 4.3057 1.7588 2.6334 0.3176 1.1026 0.2046
H 4.2261 0.9068 3.0622 -0.3673 -0.4230 -0.2512
H 4.8995 1.6034 1.8989 0.2566 -0.2031 -0.1516
O 4.1129 -2.7463 -0.7857 0.3424 -0.5283 0.4902
H 3.3075 -3.0998 -1.1634 -0.2374 0.3541 -0.1977
H 4.0189 -1.7971 -0.8655 -0.1539 0.2987 -0.3259
O 1.4705 -4.6085 -0.7989 0.0919 -0.2283 0.2031
H 2.0138 -4.7722 -0.0280 0.2152 -0.0391 0.3301
H 2.0630 -4.7318 -1.5405 -0.0133 -0.0959 -0.4343
O -0.9428 -4.1754 2.1093 0.1899 0.0075 0.2676
H -1.0509 -4.4156 1.1890 -0.0214 0.0555 -0.5846
H -1.8237 -3.9404 2.4010 -0.2673 0.1407 0.1483
O -2.6534 3.5174 1.3261 0.0432 0.0406 0.0392
H -1.8944 3.3772 1.8923 0.4391 -0.2060 0.1091
H -3.3247 3.8730 1.9085 -0.4230 0.0252 0.0599
O 2.0454 -0.0122 5.0253 -0.0865 -0.0513 0.3702
H 1.6028 0.4413 5.7426 -0.1468 0.3553 0.2863
H 2.8279 -0.3901 5.4268 0.3254 -0.1792 -0.0778
O -1.1158 -1.3055 -4.3681 -0.3219 -0.5320 0.6750
H -0.2736 -0.8796 -4.5280 0.8098 0.2181 -0.6851
H -1.5393 -1.3297 -5.2261 -0.1568 0.1095 -0.2226
O -0.3751 4.2646 -1.9040 1.6925 0.0283 0.4455
H 0.1038 5.0595 -2.1384 0.2277 0.2047 -0.3703
H -1.2611 4.5678 -1.7057 -1.6395 0.0600 0.2707
O -3.0031 4.6040 -1.1700 0.5607 0.8358 -0.2380
H -2.7973 4.3808 -0.2622 -0.0592 -0.2306 0.5403
H -3.4531 3.8311 -1.5111 -0.4857 -0.5455 -0.5976
O -2.6915 -0.3343 2.0964 -0.1162 -0.0069 -0.2459
H -1.9795 -0.3407 1.4566 0.4017 -0.0412 -0.6796
H -2.2683 -0.1060 2.9241 -0.2394 0.0581 0.5015
O 3.4264 3.7084 0.6854 -0.2377 0.0008 -0.5205
H 4.2495 4.1692 0.8481 0.0952 0.2008 0.0183
H 3.4676 2.9369 1.2505 0.0309 -0.3159 0.5361
O -0.7212 -3.1334 -0.8037 -0.6471 -0.5134 0.1600
H 0.0575 -3.6786 -0.6911 0.8027 -0.4013 -0.3493
H -0.5567 -2.3644 -0.2580 0.1498 0.7520 0.1642
O -2.4553 -0.1194 4.8237 -0.2693 0.6183 0.0251
H -1.6871 -0.6903 4.8277 0.6793 -0.7819 -0.0305
H -2.5717 0.1329 5.7397 -0.1809 0.0606 0.2018
O 0.9004 5.2978 0.6678 0.2302 0.1125 0.4885
H 0.7266 4.8039 -0.1335 -0.2172 -0.1861 -0.3363
H 0.0849 5.7679 0.8416 -0.2684 0.1390 -0.0459
O 0.5826 0.2914 2.8041 -0.1629 -0.6432 -0.8996
H 0.0130 1.0209 3.0482 -0.2090 0.6978 0.0130
H 1.0662 0.0865 3.6043 0.0313 0.0355 0.4108
O -1.8182 -5.1747 -2.7728 0.0526 -0.4578 -0.0924
H -2.2921 -4.5936 -3.3678 -0.1258 0.1707 -0.0930
H -1.4360 -4.5892 -2.1192 0.0213 0.3375 0.1939
O -2.9114 -1.7622 -1.4634 0.2230 0.6714 -0.4452
H -3.4954 -1.9953 -0.7416 -0.7281 -0.1193 0.3801
H -2.1052 -2.2467 -1.2859 0.2470 -0.3334 -0.3014
O 3.1267 0.3002 -0.5306 0.5319 -0.2388 -0.1931
H 3.3876 -0.0631 0.3157 0.1075 -0.3137 0.6945
H 2.3373 0.8072 -0.3411 -0.4341 0.2920 -0.2716
O -5.3165 0.9887 1.8340 -0.4710 0.2973 -0.0366
H -4.4310 0.6888 1.6289 0.4085 -0.0752 -0.0300
H -5.3595 0.9736 2.7901 0.0018 -0.0552 0.2058
O 1.1819 -4.6566 3.7346 0.6179 0.0808 0.3441
H 0.5568 -4.4657 3.0354 -0.6892 -0.0172 -0.5889
H 0.8023 -5.4027 4.1988 0.0275 -0.1426 0.1990
O -4.0345 -1.5204 -4.0124 -0.5694 0.0018 -0.8369
H -3.5524 -2.2547 -4.3927 0.0258 -0.1629 0.0448
H -3.5843 -1.3393 -3.1874 0.1627 -0.1123 0.4644
O -2.2879 0.6044 -2.8856 -0.0618 0.9033 0.8160
H -1.7534 0.0566 -3.4604 0.1434 -0.7037 -0.6947
H -2.4027 0.0802 -2.0930 -0.1402 -0.5875 0.4150
O -0.7317 2.4844 3.6253 -0.2362 0.2466 -0.0690
H -1.5572 2.4220 4.1058 -0.4091 -0.3172 0.1916
H -0.3648 3.3288 3.8873 0.4102 0.2882 -0.0301
O -1.7826 3.0798 -3.7981 -0.3777 0.4000 -0.8008
H -2.1172 2.2580 -3.4390 0.0177 -0.4128 0.0921
H -1.0648 3.3227 -3.2134 0.2112 0.0767 -0.1190
O -0.1643 -1.9205 4.6895 -0.5978 0.0825 0.3965
H 0.6379 -1.4160 4.8239 0.4490 0.0705 0.0680
H 0.0523 -2.5329 3.9865 -0.0324 -0.2794 -0.2177
O 1.0956 2.0285 -0.8049 -0.1275 -0.6115 0.2387
H 1.4138 2.6654 -0.1651 0.2187 0.4449 0.2988
H 0.6627 2.5574 -1.4751 -0.5120 0.3880 -0.3510
O 4.3504 1.6725 -2.6272 0.0546 0.3645 -0.5914
H 5.3027 1.6368 -2.5375 0.2742 0.0702 -0.0804
H 4.0205 1.5399 -1.7385 -0.3120 -0.3330 0.6262
O 3.0772 -2.6833 3.7957 0.5593 0.4995 0.4398
H 2.4389 -3.3966 3.7939 -0.5703 -0.8212 -0.0873
H 3.4783 -2.7225 4.6640 0.2158 -0.1702 0.1552
O 1.5926 -1.6016 -2.4086 0.0731 -0.2143 -0.0700
H 1.2450 -1.0385 -1.7170 0.0696 0.1894 0.3478
H 0.8202 -2.0212 -2.7875 -0.3847 -0.2238 -0.1920
O -4.5084 2.2571 -2.5467 -0.4871 0.5754 0.6390
H -4.4147 2.4513 -3.4793 0.1158 0.0398 -0.2539
H -3.8198 1.6177 -2.3644 0.1262 -0.3475 -0.2915
O -0.3376 -0.6294 0.1716 -0.3696 -0.2969 0.0859
H -0.1915 0.2190 -0.2468 0.0894 0.6142 -0.3556
H 0.1348 -0.5719 1.0021 0.4559 0.1805 0.6499
```
Positions in Å, forces in eV/Å.

Computed, not measured: a 2-piece molecular cluster, H7N3 overall in a non-equilibrium geometry, with ωB97M-V/def2-TZVPD.

Properties
Molecular weight, g mol⁻¹: 49.08
SMILES: NN.N
E_LUMO, eV: 1.2
Orbital gap, eV: 10.1383
Calculated total energy, eV: -4582.68782
Energy relative to the best compared isomer or geometry (same formula, charge and spin), eV: 0.0015

Geometry as XYZ:
```
10
Properties=species:S:1:pos:R:3:forces:R:3
H 0.3832 1.9831 2.3607 0.3715 -0.4759 -0.2204
H -0.7845 0.9354 2.3636 -0.1544 -0.3911 -0.1448
H 0.6592 0.4684 2.8626 0.6931 -0.6665 1.0136
H 0.7229 -0.2959 -2.3051 -0.0823 0.6096 -0.0334
H -0.8566 -0.0976 -2.2836 -1.2878 0.2032 -1.0992
H 0.1329 -0.7062 0.1841 -0.5606 -0.2795 -1.6597
H 0.3060 -1.9096 -0.9702 -0.5932 1.0881 0.0025
N 0.2075 0.9916 2.1603 -0.8999 1.4362 -0.6677
N -0.0617 -0.0088 -1.7177 1.6730 -0.4448 0.1371
N -0.2262 -1.0367 -0.7586 0.8408 -1.0792 2.6719
```
Positions in Å, forces in eV/Å.

Computed, not measured: a 2-piece molecular cluster, H7NO6Si2 overall in a non-equilibrium geometry, with ωB97M-V/def2-TZVPD.

Properties
Molecular weight, g mol⁻¹: 173.23
E_LUMO, eV: 0.0
Orbital gap, eV: 9.1560
Calculated total energy, eV: -29650.24855

Geometry as XYZ:
```
16
Properties=species:S:1:pos:R:3:forces:R:3
N 0.9742 0.8315 0.7765 -1.1881 -1.9818 -0.0378
O -1.0753 0.2642 3.1682 1.9762 1.6552 3.4006
O -0.3306 -1.9287 2.0944 0.5058 0.1539 1.4686
O -2.0971 -0.3304 0.6972 0.1810 -0.1788 0.2322
O -0.8133 0.0911 -1.4770 1.7757 -3.2434 -2.5583
O 1.4946 0.9677 -1.9632 0.9862 0.8685 -1.5728
O 1.0395 -1.4571 -0.8159 2.5167 -0.4138 0.5950
Si -1.1031 -0.5584 1.8575 0.3209 0.4202 -3.5363
Si 0.8914 0.1907 -0.7232 -0.8885 -0.3728 2.0865
H 0.9505 1.8018 0.9980 -0.0173 0.5542 0.0460
H -0.1769 0.3114 3.6332 -2.0172 -0.1080 -0.9444
H -0.3321 -2.6176 1.4693 -0.0157 -1.0948 -1.2514
H -1.4617 0.1955 -0.8191 -2.5955 0.6113 3.1504
H -0.9341 -0.9246 -1.6236 0.3530 2.2818 -0.0640
H 1.1491 1.8671 -1.9515 0.3322 0.1309 -0.3166
H 1.9485 -1.7922 -0.5007 -2.2254 0.7175 -0.6976
```
Positions in Å, forces in eV/Å.